(1)
52
Properties=species:S:1:pos:R:3:forces:R:3 method="wB97M-V/def2-TZVPD" mol_weight_g_mol=345.48 orbital_gap_ev=7.528 homo_ev=-4.8 e_tot_ha=-1555.6515 total_charge=-1
C 4.943450 2.169201 1.034302 0.1 0.6 0.2
C 5.409489 0.681315 0.660432 -0.6 0.7 -0.3
C 4.712070 0.291178 -0.763687 0.8 -1.0 0.3
C 4.114951 -1.206570 -0.754975 0.0 0.7 0.8
C 2.639766 -1.191600 -0.057986 1.2 -1.1 0.6
C 1.639720 -2.223965 -0.765040 0.8 0.1 0.6
C 0.562541 -1.569304 -1.774540 1.0 -0.7 -1.4
N -0.860816 -1.817392 -1.445916 0.9 -0.5 0.8
Si -1.515531 -1.146628 0.033862 -2.0 1.0 0.3
C -2.729429 -2.404011 0.890522 -0.1 0.0 0.3
C -0.338688 -0.521918 1.381093 1.3 -0.2 0.7
C -2.644835 0.362869 -0.451942 0.6 0.0 0.2
P 0.801020 -2.608595 -3.388251 -1.0 -1.8 0.7
O 0.659834 -4.126422 -3.131253 0.4 2.4 -0.3
C 0.919513 -0.091153 -2.263484 3.7 3.8 -2.5
O 0.154148 0.920141 -2.238732 0.2 -3.2 1.0
O 2.182350 0.092617 -2.843601 -4.5 -2.4 2.5
H 5.685337 2.735631 1.704235 -0.9 -1.0 -0.8
H 3.940326 2.190275 1.598167 1.4 -0.2 -1.0
H 4.829667 2.818143 0.087000 0.1 -1.1 1.4
H 5.091465 -0.040719 1.501863 0.6 1.1 -1.3
H 6.560144 0.671901 0.558263 -1.8 -0.2 0.2
H 5.572815 0.336560 -1.528880 -1.6 0.2 0.9
H 3.867363 1.012357 -1.010501 1.3 -0.9 0.1
H 4.819207 -1.830204 -0.084941 -1.0 0.7 -1.0
H 4.106923 -1.703399 -1.782441 -0.2 1.0 1.3
H 2.834266 -1.608354 1.006500 -0.5 0.7 -1.5
H 2.235625 -0.140560 0.100782 0.5 -1.4 -0.6
H 1.147517 -2.839747 0.080500 0.3 1.0 -1.6
H 2.309965 -2.991625 -1.312881 -1.1 1.2 0.8
H -1.026012 -2.839577 -1.437129 0.3 0.6 -0.2
H -2.179739 -3.330611 1.269434 -0.9 1.0 -0.6
H -3.618361 -2.674161 0.209424 1.4 0.3 1.1
H -3.130481 -1.834682 1.814449 0.5 -0.9 -1.4
H -0.897721 -0.225943 2.334307 0.6 -0.2 -1.4
H 0.431696 -1.316399 1.700732 -1.1 1.1 -0.5
H 0.259838 0.357804 0.971027 -0.8 -1.0 0.7
H -3.568637 0.434101 0.223684 1.3 0.0 -1.0
H -2.918823 0.194189 -1.544340 0.2 0.5 1.4
H -1.951535 1.280692 -0.339723 -1.4 -1.2 -0.4
H 2.011130 -2.246821 -4.065733 -0.6 0.1 0.5
H -0.300325 -2.182600 -4.230397 0.8 0.2 0.4
N -4.932357 3.406114 1.031137 -0.1 0.0 0.1
C -4.605065 2.922593 2.269547 0.1 0.1 0.0
C -5.767670 2.557337 2.903306 0.2 0.0 0.1
C -6.835742 2.824808 2.012147 -0.1 0.1 -0.2
C -6.289945 3.345159 0.864350 0.0 0.1 0.0
H -4.276762 3.751524 0.348886 -0.1 -0.2 0.1
H -3.575988 2.881673 2.592515 -0.1 0.0 0.0
H -5.840784 2.142309 3.897697 0.0 0.0 -0.1
H -7.887422 2.654851 2.190210 0.1 0.0 0.0
H -6.749474 3.677618 -0.054002 0.0 -0.1 0.1

***

(2)
52
Properties=species:S:1:pos:R:3:forces:R:3 method="wB97M-V/def2-TZVPD" mol_weight_g_mol=785.33 orbital_gap_ev=6.476 homo_ev=-4.4 e_above_lowest_kcal_mol=13.9 e_tot_ha=-6792.4383 total_charge=-1
Pt 0.622631 0.073871 2.070835 0.3 -0.1 0.1
O 0.591402 2.866574 2.478347 0.0 0.0 0.3
C 0.576463 1.983235 1.646619 -0.2 0.2 -0.5
C 0.468831 2.432971 0.172918 0.1 -0.3 0.5
C 0.671954 3.782011 -0.079223 0.1 0.2 -0.2
C 0.548944 4.294492 -1.361762 0.0 -0.1 0.2
C 0.199986 3.442038 -2.398041 0.0 0.0 -0.1
C -0.001972 2.093067 -2.153287 0.0 -0.1 0.1
C 0.140015 1.561353 -0.867863 -0.1 0.0 -0.1
P -0.135915 -0.233738 -0.522915 -0.3 -0.3 -0.7
C 1.493918 -0.960607 -0.917543 0.1 0.0 0.2
C 1.663644 -2.320004 -0.658136 0.0 0.0 0.0
C 2.902314 -2.916713 -0.816869 0.0 0.0 0.0
C 3.991627 -2.161087 -1.233317 0.0 0.0 0.0
C 3.830047 -0.811879 -1.499951 -0.1 0.0 0.0
C 2.586697 -0.213859 -1.337505 0.0 0.0 -0.1
C -1.044771 -0.726648 -2.092699 -0.1 0.2 0.1
C -2.430928 -0.565403 -2.069519 0.0 0.0 0.0
C -3.223131 -0.896434 -3.159447 0.0 0.0 0.0
C -2.637857 -1.421875 -4.303396 0.1 0.0 0.0
C -1.261810 -1.605998 -4.340702 -0.1 0.0 0.0
C -0.475090 -1.258298 -3.249121 0.1 0.0 0.1
H 0.924891 4.416154 0.760511 0.0 0.0 0.0
H 0.720952 5.347128 -1.549754 0.0 0.0 0.0
H 0.083933 3.826175 -3.404838 0.0 0.0 0.0
H -0.271649 1.439789 -2.972915 0.0 0.0 0.0
H 0.830532 -2.903586 -0.282805 0.0 0.0 0.0
H 3.027892 -3.965090 -0.578685 0.0 0.0 0.0
H 4.969657 -2.618504 -1.313099 0.0 0.0 0.0
H 4.679038 -0.212126 -1.803458 0.0 0.0 0.0
H 2.479020 0.848280 -1.519069 0.0 0.0 0.0
H -2.896321 -0.163750 -1.173494 0.0 0.0 0.0
H -4.296273 -0.755121 -3.112772 0.0 0.0 0.0
H -3.249338 -1.689180 -5.156344 0.0 0.0 0.0
H -0.795883 -2.020620 -5.226528 0.0 0.0 0.0
H 0.598072 -1.406362 -3.295811 0.0 0.0 0.0
Br -5.057797 -0.273833 5.513951 -0.1 0.0 0.0
C -3.500247 -0.100064 4.461280 -0.1 0.0 0.1
C -3.467401 -0.646518 3.193664 0.1 0.0 -0.2
C -2.306107 -0.487198 2.455678 -0.2 0.0 0.0
N -1.250925 0.173110 2.926645 0.3 -0.1 -0.1
C -1.286595 0.697612 4.156402 -0.2 0.0 0.1
C -2.407781 0.577022 4.963793 0.2 0.1 -0.1
H -4.306335 -1.189310 2.784654 0.0 0.0 0.0
H -2.191811 -0.891418 1.455815 0.0 0.0 0.0
H -0.391979 1.214786 4.477270 0.0 0.0 0.0
H -2.406453 0.998562 5.957547 0.0 0.0 0.0
O 3.852432 -2.414228 2.969868 -0.5 0.3 0.0
Se 2.613482 -1.378672 3.078052 0.4 -0.2 0.2
O 2.444191 -0.586363 4.495616 0.3 -0.5 -0.5
O 2.661877 -0.228211 1.796417 -0.3 0.0 0.3
O 1.119924 -2.045531 2.634988 0.1 0.6 0.2

***

(3)
71
Properties=species:S:1:pos:R:3:forces:R:3 method="wB97M-V/def2-TZVPD" mol_weight_g_mol=949.57 orbital_gap_ev=7.391 homo_ev=-12.1 e_tot_ha=-6595.1554 total_charge=+1
K -1.299435 3.682584 -4.478324 0.4 -0.1 0.0
K -5.470735 -1.897474 1.106211 0.1 0.2 -0.1
K 0.447478 -3.443269 3.453692 0.4 0.1 -0.2
K 3.429959 -1.683578 -4.148033 0.1 0.0 0.0
P 3.761842 3.123318 -6.783812 1.4 -0.6 0.5
F 5.195186 3.904248 -6.732951 -1.1 0.2 -0.6
F 3.784387 3.020321 -5.172000 0.6 -0.1 1.0
F 2.934054 4.517305 -6.583428 -0.2 -0.6 -0.6
F 2.457599 2.122338 -6.638177 -0.9 0.6 -0.8
F 3.573462 3.216750 -8.383934 0.2 0.0 0.9
F 4.656497 1.743505 -6.916479 -0.4 0.2 -0.1
P -1.052396 0.100355 -0.742287 3.3 -0.2 0.7
F -1.699212 -1.355862 -0.872759 -1.4 -0.2 0.1
F -0.636715 0.019353 -2.301692 -0.5 -0.3 -0.5
F -2.406485 0.899113 -1.047765 -0.3 -0.2 -0.5
F -0.177093 1.486371 -0.755810 -0.9 -0.2 1.1
F -1.470477 0.174623 0.853350 0.5 0.1 -0.6
F 0.361114 -0.724541 -0.309344 -1.0 0.9 -0.1
P 3.799870 -6.434333 -1.147582 -0.1 -2.3 -0.6
F 3.767896 -5.148925 -0.195030 -0.3 1.2 0.1
F 3.158363 -7.317520 0.067873 -0.4 -0.1 -0.3
F 2.290557 -6.099375 -1.662327 0.3 0.4 -0.2
F 3.816861 -7.760319 -2.170625 0.0 1.1 1.2
F 4.493796 -5.584938 -2.360625 -0.5 0.3 0.4
F 5.227944 -6.800747 -0.544195 0.7 -0.1 -0.5
C 4.125590 5.047459 1.300409 -0.3 1.2 -0.2
C 4.676336 6.384889 0.753370 1.3 -0.8 0.5
O 5.333733 6.969940 1.900950 -0.2 -0.2 -0.5
C 5.177620 6.181682 2.982696 0.2 1.0 1.1
O 5.729141 6.396314 4.035180 -1.1 -0.8 -1.5
O 4.246254 5.222508 2.717091 0.2 -0.5 0.2
H 4.679088 4.163851 0.982613 0.0 0.1 0.1
H 3.095384 5.000975 0.947442 -0.2 -0.5 0.7
H 3.926635 7.060810 0.342061 0.2 0.0 0.1
H 5.477987 6.130636 0.059965 -0.3 0.5 -0.4
C -2.051772 -5.287863 -5.977019 -0.3 -0.6 1.5
O -1.652718 -6.427323 -6.724405 -0.2 0.7 1.7
C -2.206411 -6.547914 -7.899960 -1.2 1.5 -1.9
O -3.070581 -5.854704 -8.429177 1.1 -0.9 1.2
O -1.541131 -7.511036 -8.470500 0.1 -1.7 -0.6
C -1.662708 -7.666315 -9.856826 0.8 0.7 -2.1
H -1.547233 -4.397775 -6.352905 -0.5 0.1 0.0
H -1.785546 -5.490737 -4.939688 1.0 0.0 -0.1
H -3.125654 -5.259724 -5.792450 -0.2 0.5 -1.2
H -0.804111 -8.237323 -10.210184 -0.2 -0.4 0.4
H -1.529150 -6.705685 -10.354284 -0.1 0.3 0.2
H -2.570022 -8.054663 -10.319497 -0.3 -0.3 0.9
C 3.273442 0.933792 7.702365 0.9 -0.6 0.0
O 2.296511 1.886039 7.353929 -1.6 0.9 0.1
C 1.442325 1.763576 6.309959 1.7 -2.6 -0.5
O 1.600586 0.942990 5.396336 -0.8 1.7 1.4
O 0.435662 2.588333 6.496461 1.7 0.5 2.3
C -0.527599 2.758288 5.546938 -1.0 -0.3 -1.8
H 3.380510 0.746380 8.770777 -1.1 0.5 0.3
H 4.252729 1.372317 7.510547 0.0 -0.4 -0.9
H 3.064882 -0.053155 7.289372 0.3 0.3 -0.6
H -1.186792 3.583609 5.816009 0.4 0.0 0.2
H -1.129803 1.850580 5.508053 -0.1 0.0 -0.4
H -0.024703 2.952535 4.599601 -0.5 0.0 -0.3
C -6.790302 3.279976 3.400053 -0.6 -1.8 0.5
O -6.888173 3.095922 4.891948 -0.6 2.5 -2.1
C -6.765586 1.918249 5.424333 -0.9 1.1 3.0
O -6.378223 0.957621 4.864900 0.6 -2.6 -0.7
O -7.139166 2.036547 6.785123 0.7 0.2 -2.9
C -7.103180 0.899396 7.635317 0.6 -0.4 -0.2
H -5.772490 3.148566 3.032767 0.0 0.6 0.4
H -7.345523 4.129358 3.002081 0.7 0.8 1.2
H -7.361187 2.518017 2.869403 0.0 -0.8 0.6
H -6.135908 0.400608 7.696058 0.5 0.6 0.0
H -7.708007 0.069115 7.270729 -0.8 0.4 0.2
H -7.355053 1.344036 8.598109 -0.3 -0.7 0.0

***

(4)
97
Properties=species:S:1:pos:R:3:forces:R:3 method="wB97M-V/def2-TZVPD" mol_weight_g_mol=944.98 orbital_gap_ev="6.828 / 6.827" homo_ev="-9.7 / -9.7" e_above_lowest_kcal_mol=2.1 e_tot_ha=-4321.6680 total_charge=+1 multiplicity=2
Yb -0.812152 0.993582 -0.701904 1.1 0.6 0.0
C -3.952094 2.132558 -1.929143 0.3 1.4 -0.4
C -3.096932 2.140088 -3.231813 -0.1 -0.4 -0.3
C -1.869760 3.010375 -3.218540 1.1 0.3 0.9
C -1.345726 3.497646 -4.416540 -0.3 0.3 0.2
C -0.115524 4.161629 -4.466042 -0.5 -0.7 0.8
C 0.448853 4.472973 -3.236209 -0.4 0.0 0.5
C -0.190699 4.078146 -2.051814 0.1 -0.6 0.1
N -1.238411 3.198679 -2.012341 0.0 0.7 -1.4
N -3.457899 1.277555 -0.824651 0.4 0.0 0.0
C -3.856216 1.816779 0.483689 -0.2 0.8 0.5
C -3.361606 0.992212 1.641686 0.3 -0.3 1.8
C -4.106163 0.897242 2.849339 0.5 0.2 -0.9
C -3.640553 0.138897 3.916711 1.0 -0.3 -0.4
C -2.423879 -0.572912 3.775263 -0.9 0.5 -1.1
C -1.726360 -0.385860 2.563955 -0.6 0.1 0.4
N -2.146472 0.423559 1.553360 -0.3 -0.6 -0.3
C -4.016695 -0.059350 -0.958158 0.1 -0.5 0.3
C -3.352878 -0.870156 -2.012434 -0.4 -2.2 -1.2
C -4.102184 -1.919698 -2.587371 0.0 0.4 0.4
C -3.591931 -2.744648 -3.586170 0.3 0.7 0.4
C -2.257057 -2.533133 -3.916286 0.8 0.5 -0.6
C -1.529038 -1.521682 -3.253756 0.2 -1.0 -0.5
N -2.050717 -0.740198 -2.294129 0.2 0.7 0.1
H -5.003230 1.918368 -2.189507 0.3 -0.4 0.2
H -4.009613 3.181225 -1.545227 0.4 -0.7 -0.3
H -3.747084 2.498552 -4.050472 0.2 -0.2 0.3
H -2.694646 1.145967 -3.554114 -0.9 0.6 0.4
H -1.971163 3.394556 -5.288602 0.2 -0.3 -0.3
H 0.400018 4.380125 -5.397181 -0.3 0.1 0.1
H 1.380622 5.015642 -3.189732 0.0 0.1 0.2
H 0.176823 4.405779 -1.068401 0.0 -0.4 -0.6
H -4.956600 1.895729 0.555120 0.3 0.0 0.0
H -3.448312 2.844481 0.639219 -0.2 -0.6 -0.5
H -5.028344 1.458536 2.911110 -0.1 -0.1 0.1
H -4.187947 0.064424 4.852347 -0.1 0.1 -0.2
H -2.159062 -1.313879 4.537598 0.4 0.5 -0.5
H -0.825021 -0.930814 2.345712 0.3 -0.1 0.2
H -5.115281 -0.065620 -1.091875 0.4 0.2 -0.1
H -3.819318 -0.630346 -0.051265 -0.1 0.2 0.3
H -5.086926 -2.098775 -2.171299 -0.2 0.1 -0.4
H -4.248471 -3.453871 -4.086919 0.4 -0.1 0.2
H -1.717721 -3.066176 -4.730054 -0.7 0.3 0.8
H -0.463710 -1.406521 -3.540483 -0.7 0.3 0.5
F 2.472641 5.532061 2.877069 -0.1 -0.4 -0.3
C 1.851984 4.533226 2.196398 -0.8 -0.1 0.0
C 2.429419 3.963852 1.079538 0.0 -0.5 0.0
C 1.718420 2.955076 0.433327 -1.0 -0.5 0.2
C 0.435789 2.580621 0.881644 -1.0 -2.1 -1.5
C -0.100533 3.105275 2.057828 0.5 0.3 -1.6
C 0.599491 4.116106 2.654548 0.8 0.8 1.3
H 3.418266 4.214077 0.767898 0.5 0.4 -0.1
H 2.073931 2.343155 -0.421061 0.4 1.0 0.5
H -1.090423 2.808580 2.377435 0.0 0.0 0.4
H 0.242874 4.546367 3.571158 -0.1 0.4 0.3
C 5.721504 0.046867 -0.913403 0.8 -0.8 0.3
C 4.925177 0.934203 -1.773662 -0.4 0.7 0.2
C 5.485435 1.933023 -2.547002 0.3 -0.1 -0.3
C 4.573962 2.666811 -3.282007 -0.6 1.1 0.1
N 3.258581 2.432799 -3.322368 -0.2 -0.7 -0.2
C 2.810439 1.378148 -2.607191 1.1 1.3 0.1
S 1.163236 0.840465 -2.900057 -0.8 -0.1 0.8
N 3.615913 0.783068 -1.727350 -1.4 -1.8 -0.1
H 6.664454 -0.222447 -1.414680 -0.3 0.0 0.2
H 5.165883 -0.849581 -0.638272 0.0 0.0 -0.3
H 5.982499 0.491428 0.034242 0.2 0.5 0.3
H 6.561137 2.112813 -2.505188 -0.4 0.1 -0.3
H 4.818582 3.586880 -3.811022 0.5 -0.3 0.0
C -0.864019 -5.122765 5.120257 -0.9 0.4 1.3
C 0.526153 -5.241575 4.595935 1.2 0.2 -0.4
S 0.721726 -4.343279 2.962581 0.4 -0.5 -1.0
O 0.211883 -2.992226 3.021534 0.2 0.2 0.9
O 0.179176 -5.098777 1.840408 0.2 -0.5 1.1
C 2.530458 -4.282426 2.667390 -0.1 -0.4 0.8
C 2.877145 -3.772525 1.263502 0.0 -1.3 -1.0
N 2.226642 -2.549653 0.813437 -0.7 1.8 0.4
C 1.087675 -2.323698 0.063004 0.8 -0.8 0.0
N 0.685209 -1.070705 0.056243 0.1 0.9 1.7
C 1.508366 -0.430490 0.967154 0.5 -0.8 -0.4
C 2.495408 -1.292254 1.379825 -2.1 0.0 -0.9
N 3.578322 -0.897638 2.129397 3.0 1.2 1.4
O 3.512787 0.284004 2.590640 0.8 -3.4 -0.8
O 4.582212 -1.702257 2.220427 -2.7 2.4 0.1
C 0.466956 -3.368401 -0.744364 0.4 -0.3 -1.7
H -0.986057 -5.741133 6.034400 0.1 0.0 -0.7
H -1.575876 -5.418939 4.373061 -0.5 -0.4 -0.2
H -1.164166 -4.129165 5.473240 0.4 0.1 -0.4
H 0.746333 -6.311328 4.389384 0.1 0.8 -0.1
H 1.280675 -4.831352 5.317498 -0.5 -0.2 -0.8
H 2.975190 -5.299327 2.908169 -0.6 1.1 -0.7
H 2.940236 -3.611711 3.406504 0.1 0.4 0.4
H 2.664325 -4.580132 0.559993 -0.3 0.3 -0.1
H 3.949834 -3.599925 1.174080 -0.1 -0.1 0.4
H 1.336531 0.585431 1.271897 0.3 0.2 -0.1
H 1.235066 -3.573999 -1.577228 -1.4 -0.1 0.9
H -0.488746 -2.979201 -1.174924 0.9 -0.4 0.3
H 0.278978 -4.259092 -0.143943 0.0 0.0 -0.3